1.
{
  "formula": "C25H33BrNOPtS2Te",
  "method": "ωB97M-V with the def2-TZVPD basis set",
  "homo_energy_ha": [-0.388, -0.405],
  "charge": 1,
  "spin_multiplicity": 3,
  "s2": 2.04,
  "orbital_gap_ev": [8.2, 6.5],
  "de_lowest_ev": 0.000,
  "elements": ["H", "H", "H", "C", "H", "C", "H", "Te", "H", "C", "C", "H", "H", "C", "H", "H", "H", "N", "C", "C", "S", "H", "C", "C", "C", "H", "C", "C", "C", "H", "H", "H", "H", "H", "C", "C", "H", "H", "C", "H", "H", "C", "O", "C", "H", "H", "Br", "C", "H", "C", "H", "H", "C", "C", "H", "H", "C", "S", "H", "C", "H", "C", "H", "Pt", "H"],
  "coordinates": [[3.719, -1.741, -5.039], [3.520, -5.361, -5.784], [-4.026, 0.664, -1.721], [0.948, -5.006, -0.029], [-3.631, 1.468, 4.290], [-4.785, 0.017, -1.287], [-6.157, -2.327, 0.641], [-3.876, -1.824, -0.694], [1.655, -6.912, 0.658], [-5.624, -0.266, 1.052], [1.835, -6.245, -0.185], [-1.595, 3.708, 3.815], [4.968, -3.035, -3.221], [-5.286, -1.729, 0.911], [4.104, -3.021, -6.183], [-6.349, -0.420, 3.064], [2.428, -2.534, -5.963], [-0.848, 1.747, 3.792], [-1.116, 1.092, 2.677], [3.252, -3.762, -4.355], [-0.103, 0.024, 1.878], [-6.891, 1.979, 3.249], [2.030, -4.270, -2.201], [0.396, -2.778, -1.212], [2.805, -5.080, -5.009], [-5.503, 2.601, -0.756], [-5.690, 1.940, 0.081], [-5.383, 0.588, -0.026], [1.315, -4.333, 1.305], [2.755, -5.899, -4.291], [1.216, -5.061, 2.111], [0.059, 1.672, 4.228], [2.596, -5.189, -2.193], [-0.632, -6.227, 0.791], [-6.230, 2.443, 1.256], [1.155, -4.028, -1.180], [1.675, -1.479, -4.122], [-5.542, -0.199, -2.042], [-0.515, -5.482, 0.002], [1.608, -6.800, -1.097], [0.668, -3.488, 1.526], [-6.163, 0.243, 2.228], [-0.419, -2.516, -0.299], [1.531, -2.182, -3.316], [-6.471, 3.495, 1.329], [-1.870, 2.782, 5.306], [-0.294, -0.257, -2.401], [-3.170, 2.219, 3.650], [1.823, -4.973, -5.474], [-1.849, 2.726, 4.220], [-0.789, -5.952, -0.945], [5.359, -4.229, -4.464], [3.374, -2.695, -5.442], [2.248, -3.384, -3.280], [2.897, -5.991, -0.181], [4.620, -4.747, -2.951], [4.630, -3.955, -3.700], [-2.704, 1.437, 2.063], [2.352, -3.988, 1.290], [-6.465, 1.593, 2.332], [-4.831, -2.144, 1.806], [0.638, -1.883, -2.325], [-3.879, 3.020, 3.462], [-1.799, -0.906, 0.498], [-1.202, -4.663, 0.201]],
  "forces_ev_per_a": [[-0.0003, -0.0003, 0.0017], [0.0004, -0.0014, -0.0009], [-0.0010, 0.0057, -0.0007], [0.0081, -0.0128, -0.0044], [-0.0037, -0.0125, -0.0088], [-0.0370, -0.0170, -0.0096], [0.0098, -0.0021, -0.0023], [0.0529, 0.0249, -0.0237], [0.0012, 0.0001, -0.0001], [0.0285, 0.0122, -0.0489], [-0.0033, 0.0048, 0.0067], [-0.0097, -0.0042, 0.0114], [-0.0002, 0.0005, 0.0010], [-0.0014, 0.0349, -0.0130], [-0.0004, 0.0008, -0.0007], [0.0019, -0.0066, 0.0041], [0.0008, -0.0010, -0.0016], [-0.0649, 0.0870, 0.0850], [-0.0405, -0.0983, -0.1398], [-0.0054, 0.0120, -0.0027], [-0.0384, -0.0308, -0.1026], [-0.0046, 0.0123, 0.0002], [-0.0031, -0.0282, 0.0328], [0.0353, 0.0358, -0.0206], [-0.0030, 0.0045, 0.0012], [0.0021, 0.0013, 0.0047], [0.0035, -0.0188, 0.0256], [0.0044, -0.0458, 0.0307], [0.0007, 0.0034, 0.0080], [-0.0008, -0.0022, 0.0032], [0.0013, 0.0016, 0.0011], [-0.0084, -0.0152, -0.0054], [-0.0027, -0.0048, 0.0056], [-0.0021, 0.0023, 0.0014], [-0.0109, -0.0348, 0.0790], [-0.0372, -0.0228, -0.0167], [-0.0011, -0.0002, 0.0033], [0.0017, 0.0037, 0.0018], [-0.0029, 0.0046, -0.0030], [-0.0017, 0.0027, -0.0011], [0.0016, -0.0049, 0.0004], [-0.0144, -0.0015, -0.0234], [-0.0064, -0.0129, 0.0216], [-0.0266, 0.0302, -0.0173], [0.0014, -0.0058, 0.0097], [-0.0133, 0.0078, 0.0006], [-0.0103, -0.0024, -0.0179], [0.0567, 0.0477, 0.0154], [0.0000, -0.0003, -0.0005], [0.0000, 0.0221, -0.0047], [0.0000, 0.0013, -0.0007], [0.0007, -0.0005, -0.0010], [-0.0020, -0.0033, 0.0003], [0.0304, 0.0011, -0.0181], [0.0013, 0.0016, -0.0011], [0.0052, 0.0028, -0.0040], [-0.0026, -0.0032, 0.0046], [0.0281, 0.0491, 0.1215], [0.0007, 0.0001, 0.0014], [0.0087, 0.0620, -0.0765], [-0.0054, 0.0007, 0.0153], [0.0276, 0.0131, -0.0040], [0.0048, 0.0135, -0.0062], [0.0453, -0.1122, 0.0815], [0.0005, -0.0008, 0.0006]],
  "nbo_charge": [0.214, 0.223, 0.247, -0.093, 0.231, -0.644, 0.242, 0.693, 0.225, 0.051, -0.608, 0.213, 0.216, -0.672, 0.227, 0.221, 0.213, -0.556, -0.054, -0.089, -0.066, 0.224, -0.185, 0.449, -0.598, 0.222, -0.190, -0.082, -0.602, 0.210, 0.216, 0.431, 0.222, 0.216, -0.214, 0.007, 0.245, 0.243, -0.601, 0.211, 0.226, -0.236, -0.625, -0.267, 0.226, 0.232, 0.120, -0.533, 0.216, -0.229, 0.211, 0.223, -0.613, 0.132, 0.212, 0.210, -0.598, 0.363, 0.211, -0.214, 0.247, -0.118, 0.254, 0.271, 0.222]
}

---

2.
{
  "formula": "C25H33N2NiP2",
  "method": "ωB97M-V with the def2-TZVPD basis set",
  "homo_energy_ha": [-0.092, -0.092],
  "charge": -1,
  "orbital_gap_ev": [5.4, 5.4],
  "elements": ["C", "H", "C", "H", "H", "H", "C", "H", "H", "C", "H", "H", "P", "C", "H", "C", "H", "P", "H", "Ni", "C", "H", "H", "H", "H", "H", "H", "C", "H", "C", "H", "H", "C", "C", "H", "N", "C", "N", "C", "C", "C", "C", "H", "H", "C", "H", "H", "C", "H", "H", "C", "C", "C", "C", "H", "H", "H", "C", "H", "C", "H", "C", "H"],
  "coordinates": [[1.548, -3.989, -2.395], [-0.848, -3.137, 0.638], [-3.898, 0.377, 0.095], [0.555, 4.664, -0.281], [0.348, 3.718, -1.772], [-0.210, 3.745, 1.903], [-2.024, -0.418, 1.378], [-1.906, 4.389, 0.208], [-1.655, -1.674, -2.932], [-0.499, 2.743, -0.040], [-2.036, -2.218, -1.278], [-1.083, -3.042, 2.400], [-1.363, 0.233, -1.278], [-2.860, -0.529, 2.484], [0.217, 0.524, 3.320], [-2.542, 0.056, 0.156], [3.522, -4.830, -2.686], [-0.250, -0.921, 1.414], [0.602, 2.173, 1.757], [0.635, -0.178, -0.576], [-1.867, 3.409, -0.279], [-2.154, 0.527, -3.607], [4.732, 2.313, 1.408], [-3.059, 1.524, -2.468], [4.638, -2.936, -1.577], [-1.428, 2.018, -2.938], [6.287, 0.386, 0.943], [-4.200, -0.169, 2.416], [0.552, -3.189, 1.699], [-0.292, 2.735, 1.488], [-2.671, 2.797, 0.128], [2.386, 2.123, 0.643], [-2.060, 1.159, -2.724], [-4.717, 0.285, 1.212], [1.038, -4.822, -2.869], [-0.444, 1.425, -0.596], [0.225, -0.555, 3.165], [2.610, 0.274, -0.202], [-0.437, -2.746, 1.569], [2.940, -4.004, -2.294], [3.092, 1.332, 0.457], [4.774, -0.730, -0.071], [-2.052, 3.555, -1.344], [-3.224, -1.278, -2.200], [-2.152, -1.403, -1.996], [-2.465, -0.903, 3.422], [-0.263, -2.971, -2.016], [1.388, -1.780, -1.314], [1.555, 3.230, -0.601], [-4.834, -0.253, 3.291], [2.794, -1.869, -1.191], [0.809, -2.924, -1.912], [3.559, -2.937, -1.675], [5.255, 0.363, 0.613], [5.411, -1.578, -0.274], [1.251, -0.910, 3.294], [-1.138, 2.235, 1.968], [0.556, 3.652, -0.703], [-4.327, 0.717, -0.842], [4.404, 1.429, 0.879], [-5.763, 0.565, 1.139], [3.434, -0.752, -0.486], [-0.396, -1.028, 3.931]],
  "forces_ev_per_a": [[0.0291, -0.0881, -0.0429], [0.0060, 0.0074, -0.0161], [0.0046, 0.0168, 0.0479], [-0.0131, 0.0057, 0.0232], [-0.0179, 0.0010, -0.0040], [0.0042, 0.0426, -0.0160], [0.0162, 0.0365, -0.1789], [0.0099, -0.0020, -0.0137], [0.0134, -0.0310, -0.0041], [-0.1402, 0.0593, 0.1121], [-0.0336, -0.0465, 0.0166], [-0.0042, 0.0376, 0.0123], [-0.0800, -0.5001, 0.2151], [-0.0130, -0.0065, 0.0388], [0.0100, -0.0020, 0.0166], [-0.0329, -0.0368, 0.0324], [-0.0118, -0.0146, -0.0048], [-0.0653, -0.1232, 0.3050], [0.1232, -0.0186, -0.0276], [-0.1100, 0.2422, -0.3657], [-0.0088, 0.0534, -0.0342], [0.0251, -0.0165, 0.0042], [0.0468, -0.0216, 0.0048], [-0.0139, 0.0126, 0.0160], [0.0133, -0.0010, -0.0097], [0.0029, -0.0027, -0.0137], [-0.0167, 0.0138, -0.0007], [0.0407, -0.0190, 0.0089], [0.0144, 0.0069, 0.0031], [-0.0052, -0.0922, 0.0135], [-0.0186, -0.0435, 0.0365], [-0.0400, 0.0223, 0.1205], [0.0136, 0.0886, -0.0627], [-0.0124, 0.0187, -0.0415], [-0.0039, -0.0049, 0.0177], [0.3853, 0.7464, -0.0486], [-0.0101, -0.0254, 0.0566], [-0.0481, 0.0497, 0.1288], [-0.0130, -0.0272, -0.0357], [-0.0348, 0.0361, 0.0166], [0.1548, -0.2528, -0.0888], [-0.2377, 0.0390, -0.0663], [0.0104, -0.0137, -0.0250], [0.0019, 0.0055, 0.0171], [-0.1201, -0.0833, -0.1149], [-0.0110, -0.0013, 0.0075], [-0.0484, -0.0272, -0.0400], [0.0013, -0.4691, -0.0684], [-0.0402, 0.0525, -0.0517], [0.0000, 0.0035, 0.0050], [0.2108, 0.2067, 0.1066], [0.0615, 0.2022, 0.0640], [-0.1060, -0.0402, -0.0159], [0.2211, 0.0066, 0.0453], [0.0369, 0.0172, 0.0122], [0.0025, 0.0211, 0.0082], [-0.0116, 0.0059, -0.0162], [-0.0027, -0.0548, -0.0009], [0.0066, 0.0008, -0.0178], [-0.1884, 0.0842, -0.0158], [0.0004, -0.0053, 0.0037], [0.0684, -0.0486, -0.0268], [-0.0220, -0.0232, -0.0479]],
  "nbo_charge": [-0.216, 0.241, -0.184, 0.178, 0.204, 0.186, -0.361, 0.187, 0.200, 0.132, 0.194, 0.201, 1.372, -0.204, 0.232, -0.292, 0.192, 0.875, 0.197, 0.606, -0.618, 0.215, 0.209, 0.209, 0.183, 0.226, 0.202, -0.250, 0.228, -0.623, 0.211, 0.207, -0.964, -0.234, 0.191, -1.169, -0.954, -0.482, -0.942, -0.277, 0.056, -0.251, 0.200, 0.188, -1.005, 0.196, 0.207, -0.265, 0.197, 0.197, -0.102, -0.278, -0.214, -0.183, 0.209, 0.225, 0.209, -0.605, 0.192, -0.285, 0.196, 0.212, 0.197]
}

---

How do the records compare in maximum force? In the order shown, they have 0.18; 0.84 eV Å⁻¹.